Record 1
{
  "formula": "C50H57N4",
  "method": "wB97M-V/def2-TZVPD",
  "species": ["C", "C", "C", "C", "C", "C", "C", "C", "C", "C", "C", "C", "N", "N", "N", "C", "C", "C", "C", "C", "C", "C", "C", "C", "C", "C", "C", "C", "C", "C", "C", "C", "C", "C", "C", "C", "H", "H", "H", "H", "H", "H", "H", "H", "H", "H", "H", "H", "H", "H", "H", "H", "H", "H", "H", "H", "H", "H", "H", "H", "H", "H", "H", "H", "H", "H", "H", "H", "H", "H", "H", "H", "H", "H", "H", "H", "H", "C", "C", "N", "C", "C", "C", "C", "C", "C", "C", "C", "C", "C", "C", "C", "C", "C", "C", "H", "H", "H", "H", "H", "H", "H", "H", "H", "H", "H", "H", "H", "H", "H", "H"],
  "coordinates": [[-1.983069, -3.551350, -2.897710], [-2.536556, -3.247557, -1.511099], [-3.360905, -4.425300, -0.973183], [-3.316696, -1.942656, -1.574637], [-4.679786, -1.953145, -1.843402], [-5.385538, -0.771544, -2.026368], [-4.692102, 0.422962, -2.106632], [-3.318197, 0.473599, -1.903181], [-2.576782, 1.776826, -2.162597], [-3.145227, 2.899373, -1.296202], [-2.632550, 2.163965, -3.642640], [-2.649992, -0.706194, -1.541623], [-1.209785, -0.668681, -1.296822], [-0.422822, -0.939988, -2.371915], [0.836020, -0.991412, -1.895162], [1.943368, -1.030443, -2.839200], [2.541432, 0.183276, -3.235539], [1.819590, 1.527327, -2.993874], [0.719978, 1.656975, -4.021347], [2.776269, 2.726868, -3.000959], [3.738590, 0.162234, -3.958750], [4.279140, -1.064133, -4.372087], [3.624171, -2.261007, -4.079924], [2.441767, -2.255184, -3.322539], [1.782427, -3.623690, -3.069761], [2.791374, -4.606466, -2.467744], [1.247937, -4.166065, -4.395385], [0.892892, -0.598036, -0.567838], [2.180004, -0.405277, 0.077863], [2.299873, 0.626091, 1.033445], [3.535486, 0.976271, 1.551166], [4.676291, 0.254300, 1.180935], [4.562630, -0.839831, 0.311057], [3.328965, -1.179342, -0.213929], [-0.404897, -0.390507, -0.138156], [-0.849566, -0.138559, 1.239011], [-1.406809, -2.699000, -3.275587], [-1.336301, -4.438388, -2.891247], [-2.813813, -3.724988, -3.597375], [-1.697603, -3.094179, -0.820343], [-3.864522, -4.157151, -0.036438], [-4.113639, -4.744632, -1.706235], [-2.693119, -5.270261, -0.767333], [-5.194188, -2.899456, -1.903954], [-6.471364, -0.787059, -2.104695], [-5.205407, 1.344831, -2.340747], [-1.528019, 1.601240, -1.887583], [-3.193434, 2.590268, -0.243427], [-2.516339, 3.795154, -1.366680], [-4.163829, 3.157907, -1.620784], [-2.246675, 1.350236, -4.267642], [-3.669817, 2.357279, -3.945276], [-2.038498, 3.067755, -3.831929], [1.367648, 1.480767, -1.991883], [0.069520, 0.780000, -3.992059], [0.107484, 2.543652, -3.860029], [1.154685, 1.723298, -5.023015], [3.618664, 2.566288, -2.315493], [3.162637, 2.897112, -4.012555], [2.256604, 3.638636, -2.683849], [4.246270, 1.101689, -4.227980], [5.211137, -1.075410, -4.937470], [4.039579, -3.212958, -4.447247], [0.949710, -3.472663, -2.369690], [3.268794, -4.185854, -1.575064], [2.304676, -5.546905, -2.187982], [3.568311, -4.827236, -3.209065], [0.596094, -3.437391, -4.890726], [2.090481, -4.382479, -5.061454], [0.678027, -5.090054, -4.255439], [1.375636, 1.114399, 1.341885], [3.612227, 1.806602, 2.252337], [5.639381, 0.510657, 1.633532], [5.453537, -1.416169, 0.055634], [3.231044, -2.060896, -0.848392], [-0.192823, -0.698237, 1.931326], [-1.935312, -0.308705, 1.398502], [-0.659623, 3.276794, 0.701745], [0.127488, 3.090553, 1.930096], [1.129230, 3.931035, 2.311245], [1.619858, 3.558579, 3.555717], [0.829250, 2.461741, 4.028029], [1.001250, 2.102741, 5.369270], [2.065038, 2.649133, 6.103785], [2.897616, 3.648524, 5.575847], [2.658588, 4.144286, 4.281189], [-0.121294, 2.151764, 2.940776], [-1.184785, 1.168550, 2.785950], [-1.554181, 0.462427, 4.084366], [-0.639017, -0.355058, 4.771953], [-0.839629, -0.692177, 6.123151], [-2.015172, -0.330147, 6.787591], [-2.251837, -0.762370, 8.205142], [-2.970664, 0.391201, 6.081750], [-2.789376, 0.732084, 4.731447], [-1.657552, 3.736205, 0.858564], [-0.110081, 3.870652, -0.048234], [-0.830869, 2.267542, 0.296307], [1.503566, 4.666974, 1.714953], [0.321572, 1.404118, 5.854105], [2.235762, 2.272946, 7.112565], [3.690067, 4.067587, 6.190608], [3.242947, 4.961685, 3.857863], [-2.109730, 1.666241, 2.427358], [0.313661, -0.651758, 4.293077], [-0.067538, -1.200700, 6.700283], [-3.238533, -0.424923, 8.543542], [-2.217009, -1.855600, 8.347282], [-1.487351, -0.323549, 8.862587], [-3.882971, 0.649354, 6.609742], [-3.583058, 1.272214, 4.220481]],
  "atomic_forces_ev_per_a": [[0.05, -0.01, -0.45], [-0.14, 0.04, 0.52], [0.11, 0.12, 0.06], [0.51, -0.22, -0.16], [0.02, 0.20, 0.23], [0.00, 0.00, 0.06], [0.00, -0.06, 0.11], [0.59, 0.08, -0.03], [0.03, -0.13, 0.33], [-0.10, 0.07, 0.17], [-0.08, -0.20, -0.12], [-0.50, 0.29, -0.14], [2.47, 0.16, -0.39], [0.45, -0.22, 2.25], [-2.09, 1.24, -0.32], [0.85, -0.41, -0.93], [-0.21, 0.78, 0.16], [0.79, -0.46, 0.80], [-0.24, -0.03, -0.42], [-0.07, -0.10, 0.03], [-0.13, -0.47, -0.12], [-0.15, 0.06, 0.22], [0.01, 0.54, -0.13], [-0.07, -0.52, 0.28], [0.10, 0.60, 0.17], [-0.04, 0.05, 0.11], [-0.17, 0.08, -0.14], [0.23, -0.67, -1.17], [1.11, 0.13, 1.13], [-0.49, -0.40, -0.68], [0.38, -0.19, 0.09], [-0.21, -0.03, 0.12], [0.22, 0.38, 0.40], [-0.73, 0.03, -0.26], [-1.00, 0.10, -0.87], [-1.49, -0.32, 2.32], [-0.16, -0.39, -0.03], [-0.20, 0.14, 0.03], [0.21, -0.04, 0.14], [0.00, -0.03, -0.04], [0.05, -0.10, -0.19], [0.18, -0.01, 0.22], [-0.20, 0.11, -0.12], [-0.07, -0.04, 0.11], [0.26, -0.02, -0.21], [-0.12, -0.02, -0.01], [-0.11, 0.24, -0.06], [-0.06, 0.12, -0.26], [-0.21, -0.12, -0.03], [0.31, 0.00, 0.10], [-0.06, 0.20, 0.03], [0.22, 0.00, 0.04], [-0.21, -0.20, 0.05], [0.02, 0.05, -0.10], [-0.01, 0.15, -0.13], [0.09, 0.05, 0.06], [-0.07, -0.01, 0.02], [-0.15, 0.04, -0.18], [-0.02, 0.08, 0.21], [0.02, -0.18, -0.11], [-0.39, -0.64, 0.16], [-0.24, -0.02, 0.14], [-0.30, 0.63, 0.23], [0.10, -0.11, -0.10], [-0.03, -0.16, -0.13], [0.07, 0.15, -0.08], [-0.10, -0.08, 0.28], [0.10, -0.13, 0.05], [-0.19, 0.01, 0.01], [0.13, 0.09, 0.05], [0.44, 0.23, -0.06], [-0.03, -0.24, -0.08], [-0.33, -0.07, -0.33], [-0.34, 0.08, 0.09], [0.14, 0.34, 0.13], [-0.62, -0.16, -0.55], [0.86, -0.81, -0.49], [0.01, -0.15, -0.71], [-0.47, -0.08, 1.61], [0.39, -0.02, -0.39], [-0.18, -0.28, 0.09], [-0.12, 0.83, -0.59], [0.60, -0.10, 0.43], [-0.48, -0.17, -0.33], [-0.34, 0.10, -0.76], [-0.01, -0.36, 0.69], [0.94, 1.07, -0.48], [-0.81, 0.71, -0.18], [-0.13, -0.95, -0.16], [0.38, 0.06, 0.39], [-0.22, -0.02, -0.67], [0.33, -0.30, -0.40], [-0.06, 0.12, 0.45], [-0.08, -0.19, -0.65], [0.80, 0.16, 0.25], [0.68, -0.20, 0.14], [-0.26, -0.18, 0.23], [-0.09, 0.31, -0.16], [-0.14, -0.39, 0.43], [0.45, 0.28, -0.18], [-0.08, 0.26, -0.19], [-0.09, -0.08, -0.19], [-0.14, -0.18, 0.17], [0.59, -0.47, -0.27], [-0.60, 0.32, 0.29], [-0.11, -0.12, -0.36], [0.26, -0.04, 0.02], [0.07, 0.40, -0.27], [-0.24, -0.13, -0.07], [-0.06, 0.06, -0.28], [0.22, 0.05, 0.00]],
  "homo_energy_ev": -9.7,
  "orbital_gap_ev": 6.8,
  "charge": 1,
  "relative_energy_kj_mol": 0.0
}

Record 2
{
  "formula": "C23H50B3Br16O6P",
  "method": "wB97M-V/def2-TZVPD",
  "species": ["C", "O", "C", "C", "C", "C", "C", "C", "B", "O", "B", "O", "B", "P", "O", "O", "O", "H", "H", "H", "H", "H", "H", "H", "H", "H", "H", "H", "H", "H", "H", "H", "H", "H", "H", "Br", "C", "C", "Br", "H", "H", "H", "H", "Br", "C", "C", "Br", "H", "H", "H", "H", "Br", "C", "C", "Br", "H", "H", "H", "H", "Br", "C", "C", "Br", "H", "H", "H", "H", "Br", "C", "C", "Br", "H", "H", "H", "H", "Br", "C", "C", "Br", "H", "H", "H", "H", "Br", "C", "C", "Br", "H", "H", "H", "H", "Br", "C", "C", "Br", "H", "H", "H", "H"],
  "coordinates": [[-0.361862, -2.908972, 2.486942], [0.575442, -3.233110, 1.368131], [0.481070, -4.708236, 1.233468], [0.936740, -5.283859, -0.233228], [2.147970, -4.441932, -0.958980], [3.657018, -5.025198, -0.606884], [4.835392, -4.419725, -1.617162], [5.620600, -3.129966, -0.979733], [5.160848, -1.666962, -1.588056], [5.180084, -0.522382, -0.613455], [4.096965, 0.437236, -0.906348], [3.671667, 0.825889, -2.295275], [3.603383, -0.498958, -2.993431], [1.950804, -1.089313, -3.848409], [0.701418, -0.972052, -2.602602], [2.212505, -2.832372, -4.050692], [4.784055, -1.422575, -3.022459], [-1.476008, -3.173847, 2.202477], [-0.324260, -1.778351, 2.804209], [-0.067331, -3.595892, 3.416048], [1.070795, -5.198356, 2.134757], [-0.655954, -5.033902, 1.389285], [-0.007744, -5.184930, -0.949077], [1.214350, -6.418103, -0.144812], [2.156298, -3.299111, -0.707583], [2.011568, -4.607376, -2.132026], [3.991094, -4.816967, 0.497344], [3.621742, -6.186293, -0.783469], [5.644590, -5.293810, -1.697627], [4.367847, -4.245442, -2.677222], [6.771015, -3.272949, -1.243806], [5.477861, -3.131573, 0.187639], [3.513599, 0.891520, 0.028534], [0.992184, -1.441966, -1.763474], [1.496131, -3.227402, -4.631292], [5.179297, 4.006567, 0.526507], [6.109688, 4.096392, -1.185775], [7.586578, 3.820621, -1.020896], [8.514481, 5.367331, -0.279261], [5.895949, 5.078541, -1.614428], [5.640514, 3.324693, -1.804203], [8.056063, 3.646416, -1.993615], [7.799322, 2.974179, -0.362361], [-3.598571, -0.126536, -5.913803], [-2.123424, 1.112033, -5.604786], [-0.803379, 0.505352, -6.021756], [-0.174381, -0.788410, -4.704989], [-2.158479, 1.393788, -4.549595], [-2.355554, 1.988168, -6.218463], [-0.023833, 1.271891, -6.062634], [-0.848315, -0.013224, -6.983240], [-2.447698, 4.431477, -3.622211], [-4.238449, 4.608948, -2.869004], [-5.148434, 3.504638, -3.355696], [-5.736631, 3.830664, -5.186289], [-4.594626, 5.609998, -3.124110], [-4.098114, 4.542865, -1.785474], [-6.067260, 3.474228, -2.762584], [-4.678854, 2.517373, -3.341864], [-1.645686, 0.271702, 4.791338], [-0.170538, 1.510271, 5.100356], [1.149506, 0.903590, 4.683385], [1.778505, -0.390172, 6.000154], [-0.205593, 1.792027, 6.155547], [-0.402668, 2.386406, 4.486680], [1.929053, 1.670130, 4.642509], [1.104571, 0.385015, 3.721902], [-5.551675, -0.464218, -2.851663], [-7.151422, -1.540490, -3.148405], [-6.992936, -2.434228, -4.356940], [-7.197843, -1.424453, -6.012749], [-7.992623, -0.847535, -3.227382], [-7.263209, -2.139015, -2.238808], [-7.784853, -3.188616, -4.383682], [-6.020620, -2.931972, -4.404314], [-8.084919, -0.860686, 1.155209], [-6.609771, 0.377883, 1.464227], [-5.289726, -0.228798, 1.047256], [-4.660728, -1.522560, 2.364024], [-6.644827, 0.659639, 2.519418], [-6.841902, 1.254019, 0.850550], [-4.510180, 0.537742, 1.006379], [-5.334663, -0.747373, 0.085773], [-5.040412, 4.939984, 3.673373], [-3.730713, 3.799526, 2.784750], [-3.630794, 4.125942, 1.312368], [-5.143754, 3.393817, 0.323287], [-4.021858, 2.764934, 2.981977], [-2.782933, 4.008701, 3.290769], [-2.747598, 3.652959, 0.872822], [-3.603618, 5.199383, 1.106511], [3.240364, 3.385409, 7.687216], [3.774997, 1.811873, 8.708859], [5.271227, 1.779402, 8.920250], [6.200233, 1.214072, 7.301397], [3.392297, 0.938846, 8.174623], [3.252712, 1.904566, 9.666315], [5.536634, 1.034012, 9.675828], [5.690197, 2.747509, 9.207691]],
  "atomic_forces_ev_per_a": [[-0.15, -0.33, 0.72], [-1.91, -1.53, 1.26], [-0.48, -0.97, 0.19], [-0.35, 1.19, -0.21], [0.92, -0.88, -0.41], [-0.01, -0.01, -0.67], [0.14, -1.27, 0.66], [0.06, -0.26, -0.57], [0.61, 0.94, -0.36], [-3.16, -0.32, -3.22], [1.43, -0.47, -1.51], [0.91, -4.16, 1.62], [1.60, -0.60, 1.83], [4.10, -1.52, 2.27], [3.36, -1.35, 1.39], [-1.54, 1.77, -0.11], [-1.54, 1.53, 3.70], [2.19, 0.54, 0.38], [0.24, -2.28, -0.90], [-0.63, 1.60, -1.81], [-0.92, 0.94, -1.87], [2.33, 0.69, -0.35], [1.97, -0.29, 1.57], [-0.50, 2.18, -0.11], [-0.40, -2.11, -0.47], [0.33, 0.64, 2.58], [-0.83, -0.43, -2.00], [0.07, 2.17, 0.46], [-1.81, 1.90, -0.01], [1.02, -0.10, 2.02], [-2.29, 0.42, 0.73], [0.49, 0.06, -2.29], [0.16, 0.17, -0.24], [-0.28, 0.64, -1.24], [1.17, 0.96, 0.84], [0.03, 0.08, -0.09], [-0.18, -0.26, -0.02], [0.18, 0.10, -0.17], [-0.03, -0.12, 0.03], [0.16, -0.21, 0.13], [0.14, 0.12, 0.09], [-0.16, 0.03, 0.16], [-0.17, 0.22, -0.14], [0.14, 0.14, -0.03], [-0.17, -0.07, -0.17], [0.22, -0.06, -0.53], [-6.46, 0.74, -3.35], [0.11, -0.08, -0.23], [0.12, -0.14, 0.13], [-0.10, -0.08, 0.04], [-0.13, 0.24, 0.19], [-0.04, 0.08, -0.01], [0.16, 0.00, 0.20], [-0.22, 0.09, -0.02], [0.10, -0.11, 0.08], [0.03, -0.28, -0.04], [-0.08, -0.02, -0.41], [0.21, 0.03, -0.06], [-0.06, 0.26, 0.02], [-0.01, 0.08, 0.04], [-0.15, 0.10, -0.17], [0.26, 0.14, 0.12], [-0.07, -0.01, -0.14], [0.12, -0.11, -0.24], [0.14, -0.17, 0.10], [-0.18, -0.10, 0.04], [-0.08, 0.12, 0.25], [-0.19, 0.02, 0.09], [0.04, -0.14, 0.29], [-0.19, -0.05, -0.17], [0.11, -0.06, 0.08], [0.21, -0.19, -0.08], [0.01, 0.08, -0.20], [0.13, 0.17, 0.09], [-0.21, 0.19, 0.09], [0.05, 0.02, 0.07], [-0.15, 0.09, -0.27], [0.20, 0.06, 0.11], [-0.01, -0.02, -0.06], [0.08, -0.11, -0.23], [0.10, -0.28, 0.15], [-0.22, -0.11, -0.01], [-0.08, 0.17, 0.26], [0.04, -0.16, -0.07], [0.05, 0.21, 0.22], [0.24, -0.14, -0.10], [-0.03, 0.13, 0.17], [0.08, 0.21, -0.13], [-0.16, -0.05, -0.19], [-0.15, 0.06, 0.11], [-0.05, -0.26, 0.15], [-0.04, -0.16, -0.06], [-0.14, 0.12, 0.23], [0.14, -0.22, 0.01], [-0.03, 0.11, 0.08], [0.18, 0.21, 0.07], [0.16, -0.01, -0.16], [-0.13, 0.14, -0.13], [-0.20, -0.21, -0.10]],
  "homo_energy_ev": -7.0,
  "orbital_gap_ev": 6.9,
  "charge": 0
}